Record 1
Computed, not measured: a 2-piece molecular cluster, H3OS2 overall, with wB97M-V/def2-TZVPD.

XYZ file:
```
6
Properties=species:S:1:pos:R:3:lowdin_charge:R:1
O 2.48480 0.43641 -0.28729 -0.159
H 2.47683 -0.40948 0.19408 0.013
S -0.81195 0.93947 0.40940 -0.400
S -0.74360 -1.08698 -0.15103 -0.101
H 1.53990 0.49893 -0.53957 -0.087
H -1.26139 -1.00127 -1.40320 -0.266
```

Output
max |F| = 0.8 eV Å⁻¹
HOMO-LUMO gap = 6.22 eV
highest occupied orbital energy = -2.49 eV
total energy = -23768.114 eV
relative energy (zero: lowest compared OMol25 entry of this formula, charge and spin) = 14.2 kJ/mol
total charge = -1

Record 2
Computed, not measured: H3S3 as an isolated structure, with wB97M-V/def2-TZVPD.

XYZ file:
```
6
Properties=species:S:1:pos:R:3:lowdin_charge:R:1
S -0.91322 -0.60401 -1.39938 -0.192
S 0.48226 0.89672 -1.78705 0.003
H -0.51169 -0.73778 0.24984 -0.394
H 1.33308 0.75313 -0.75214 -0.277
S 0.27621 -0.49379 1.55048 0.183
H -0.66664 0.18572 2.13825 -0.323
```

Output
max |F| = 1.2 eV Å⁻¹
HOMO-LUMO gap = 6.74 eV
highest occupied orbital energy = -3.09 eV
total energy = -32555.596 eV
relative energy (zero: lowest compared OMol25 entry of this formula, charge and spin) = 23.4 kJ/mol
total charge = -1

Record 3
Computed, not measured: a 2-piece molecular cluster, H3S3 overall, with wB97M-V/def2-TZVPD.

XYZ file:
```
6
Properties=species:S:1:pos:R:3:lowdin_charge:R:1
S 1.63587 -0.72695 0.53985 -0.054
H 2.52402 0.28319 0.60941 -0.267
S -2.04210 0.83987 0.56983 0.279
S 0.71029 -0.26860 -1.25561 -0.307
H -1.96054 -0.15422 1.45743 -0.270
H -0.87731 0.40099 -0.12027 -0.381
```

Output
max |F| = 0.3 eV Å⁻¹
HOMO-LUMO gap = 6.37 eV
highest occupied orbital energy = -2.73 eV
total energy = -32555.808 eV
relative energy (zero: lowest compared OMol25 entry of this formula, charge and spin) = 2.9 kJ/mol
total charge = -1

Record 4
Computed, not measured: a 20-piece molecular cluster, H40O20 overall, with wB97M-V/def2-TZVPD.

XYZ file:
```
60
Properties=species:S:1:pos:R:3:lowdin_charge:R:1
O -2.92507 9.72174 -4.32897 -0.031
H -2.52557 9.19019 -3.64043 0.052
H -2.55201 9.38113 -5.14200 0.052
O -5.55923 10.59039 -10.31569 -0.061
H -5.29251 9.67130 -10.33495 -0.004
H -5.60927 10.84512 -11.23702 0.056
O -9.87055 9.30316 -5.58091 -0.026
H -9.27854 9.73387 -4.96428 0.042
H -10.71197 9.74071 -5.45125 0.053
O -5.51512 7.89778 -10.01060 -0.038
H -5.78680 7.66833 -9.12191 -0.006
H -5.10942 7.10038 -10.35093 0.059
O -8.14369 11.23103 -10.02235 -0.068
H -7.99568 11.99816 -10.57538 0.026
H -7.27485 11.00169 -9.69256 -0.026
O -5.65901 13.08438 -6.17864 -0.063
H -6.42840 13.58981 -6.44095 0.026
H -5.93534 12.17091 -6.25251 -0.017
O -5.47798 8.25734 -5.17187 -0.028
H -5.60983 7.51779 -4.57864 0.023
H -4.63313 8.62519 -4.91275 0.015
O -5.88709 10.45130 -7.42010 -0.021
H -5.77390 9.67098 -6.87741 0.002
H -5.58746 10.18469 -8.28923 0.009
O -8.38391 2.58815 -5.77081 -0.042
H -8.87396 1.94954 -5.25288 0.044
H -7.77748 2.98805 -5.14746 -0.005
O -6.48691 7.13648 -7.62508 -0.031
H -7.34282 6.72020 -7.72692 0.036
H -6.51960 7.54373 -6.75945 0.016
O -4.25786 5.18144 -6.47000 -0.041
H -5.16475 5.44372 -6.31195 -0.006
H -4.32665 4.38501 -6.99651 0.056
O -8.52867 5.29160 -6.85789 -0.042
H -9.31339 5.20414 -6.31678 0.030
H -8.59488 4.57905 -7.49359 0.068
O -7.71337 7.43895 -3.40675 -0.028
H -8.40823 7.10160 -2.84143 0.066
H -7.76700 8.38989 -3.31155 0.040
O -10.20744 6.43795 -4.84703 -0.051
H -10.94024 6.31875 -5.45121 0.048
H -9.86102 7.30496 -5.05804 -0.007
O -6.59102 5.39983 -4.91706 -0.050
H -7.27763 5.25227 -5.56747 0.011
H -6.93302 6.10054 -4.36182 0.012
O -7.14056 9.24509 -12.42398 -0.047
H -7.45774 8.50210 -12.93740 0.035
H -6.55318 8.85584 -11.77613 -0.013
O -6.06229 10.17510 -2.57229 -0.043
H -5.37485 10.43225 -3.18672 0.020
H -5.70266 10.38165 -1.70961 0.039
O -6.20661 3.87669 -11.19302 -0.047
H -6.82693 3.42120 -10.62386 0.027
H -5.42652 3.99565 -10.65122 0.024
O -3.03861 4.83559 -4.02193 -0.069
H -3.86147 4.80272 -3.53402 0.003
H -3.30568 4.88794 -4.93962 -0.029
O -5.98435 3.09746 -3.65686 -0.051
H -6.21865 3.29795 -2.75070 0.041
H -6.21376 3.88842 -4.14469 -0.041
```

Output
max |F| = 1.2 eV Å⁻¹
HOMO-LUMO gap = 9.67 eV
highest occupied orbital energy = -9.94 eV
total energy = -41600.974 eV
relative energy (zero: lowest compared OMol25 entry of this formula, charge and spin) = 197.8 kJ/mol

Record 5
Computed, not measured: a 20-piece molecular cluster, H40O20 overall, with wB97M-V/def2-TZVPD.

XYZ file:
```
60
Properties=species:S:1:pos:R:3:mulliken_spin:R:1
O 3.23711 4.36392 0.86585 0.302
H 2.32933 4.56789 0.55574 -0.009
H 3.08766 3.41424 0.71550 -0.011
O 1.65952 -0.65381 3.45322 0.138
H 2.38817 -0.97585 2.89034 -0.004
H 1.00635 -0.64731 2.73656 -0.004
O -4.53213 1.46521 1.77786 0.000
H -5.26843 1.86482 2.25365 0.000
H -3.99650 2.25245 1.60355 0.000
O -3.05567 -3.06795 -0.76197 0.000
H -2.97643 -4.01633 -0.72250 0.000
H -2.45940 -2.51629 -1.25712 0.000
O -0.09749 3.75026 -1.19347 0.000
H 0.04134 4.57606 -0.71733 0.000
H -1.00448 3.65868 -1.51854 0.000
O 3.86779 1.19605 1.73244 0.093
H 3.62694 1.01346 2.65465 -0.003
H 4.78360 0.88098 1.74313 -0.003
O 2.09066 -1.16551 -0.00455 -0.003
H 2.45232 -0.95386 -0.87071 -0.001
H 1.48192 -0.49821 0.21387 0.000
O 1.25154 -0.93446 -4.20375 0.000
H 0.62924 -0.92690 -4.93839 0.000
H 1.02992 -0.15712 -3.68718 0.000
O 0.43427 -5.91302 -2.34955 0.000
H -0.48217 -5.85351 -2.57988 0.000
H 0.87736 -5.28689 -2.92539 0.000
O 0.40477 4.92582 1.33301 0.018
H 0.38264 5.47558 2.09516 -0.001
H 0.07315 4.04068 1.57466 0.000
O -0.83260 -0.93046 0.82616 0.016
H -1.08045 -0.48517 1.65042 0.000
H -1.66141 -1.12912 0.38370 0.000
O -2.82909 3.75360 -2.07770 0.000
H -3.05939 4.47604 -1.52103 0.000
H -3.11851 3.78024 -2.98216 0.000
O 0.00261 -2.68749 -1.21450 0.000
H 0.69696 -2.35168 -0.63167 0.000
H 0.44792 -3.36427 -1.70588 0.000
O 4.89240 -1.29376 0.17376 0.083
H 3.97812 -1.00241 0.08971 -0.001
H 5.58625 -0.70668 -0.08925 -0.003
O -4.83385 -1.87941 1.27615 0.000
H -4.44929 -2.54076 0.70456 0.000
H -5.32850 -1.18724 0.86656 0.000
O -0.35255 -3.32782 2.85971 0.413
H -0.86959 -2.77718 3.46454 -0.010
H -0.06675 -2.67411 2.19548 -0.013
O 3.66918 -2.07860 -3.44444 0.004
H 3.13888 -1.50416 -3.98932 0.000
H 3.10045 -2.26086 -2.69905 0.000
O 0.13163 2.26864 1.17359 0.001
H -0.18936 1.38987 0.94204 0.000
H 0.29736 2.60091 0.28027 -0.001
O -0.64584 0.51325 -1.70876 0.001
H 0.27736 0.60926 -1.94353 0.000
H -0.97528 1.39793 -1.52902 0.000
O -2.81486 -0.33108 3.03704 0.000
H -3.17324 -0.71183 2.24232 0.000
H -3.20146 0.55528 2.90143 0.000
```

Output
2S+1 = 2
max |F| = 2.4 eV Å⁻¹
<S²> = 0.756
HOMO-LUMO gap (spin up / spin down) = 10.52 / 2.05 eV
highest occupied orbital energy (spin up / spin down) = -13.48 / -12.99 eV
total energy = -41588.268 eV
relative energy (zero: lowest compared OMol25 entry of this formula, charge and spin) = 95.7 kJ/mol
total charge = +1

Record 6
Computed, not measured: a 21-piece molecular cluster, H43O21 overall, with wB97M-V/def2-TZVPD.

XYZ file:
```
64
Properties=species:S:1:pos:R:3:mulliken_spin:R:1
O -1.19190 -3.97800 1.30713 -0.012
H -2.65318 3.61897 1.23399 0.027
H 0.25883 -1.77241 -4.55657 -0.004
O 1.04205 -4.57694 -0.52544 0.013
H 0.24126 -4.02235 -0.37625 0.018
H -3.60927 -0.08463 -0.14647 0.014
O -4.25862 1.41497 -1.81230 0.042
H -4.64921 2.26036 -2.07329 0.000
H 4.71955 -0.80587 2.90059 -0.008
O 2.09227 3.27664 -2.16666 -0.027
H 3.64473 -0.23195 3.86101 0.017
H 1.33470 1.94134 -0.03640 0.112
O -3.46918 -2.10118 -3.91674 0.004
H 0.38207 -0.11773 -2.16102 0.024
H -2.52934 -2.10181 -3.67147 -0.007
O 3.96274 -0.21544 2.98682 -0.017
H 1.22688 1.45284 1.49619 0.167
H 0.51005 0.19145 4.64868 0.000
O 3.01509 0.07168 0.49603 -0.188
H -3.75337 -1.18842 -3.80576 0.000
H 2.85799 -0.36996 1.36648 -0.041
O -3.27436 -0.02295 0.74391 -0.061
H -1.91071 -4.58153 1.57844 0.012
H -1.95431 4.00209 -0.08881 0.016
O -0.58280 -0.20852 2.29140 -0.017
H 0.92291 5.09740 1.90474 -0.034
H 0.00705 -0.73438 1.74233 0.024
O 0.51690 0.64595 -2.72201 0.146
H -3.39188 2.94795 2.49855 -0.001
H 0.61379 1.50045 -2.32248 0.015
O 1.31299 -1.86479 1.33627 0.179
H 0.82244 -2.11837 2.11015 0.028
H 1.25575 -2.30486 0.49344 -0.004
O 3.11123 -2.71076 3.58258 -0.028
H 3.12326 -2.76090 2.62266 -0.010
H 2.55405 -3.35997 3.99363 -0.002
O -0.02142 5.27095 1.78050 0.022
H -1.45577 -0.44404 2.06471 0.032
H -0.43392 4.39553 1.77676 0.020
O 1.26148 0.28773 4.05827 -0.038
H 1.68671 -0.57045 3.97842 0.012
H -3.24495 0.91021 0.95176 0.025
O -0.60520 -1.56206 -4.16511 0.015
H -1.05019 -0.10842 -0.59274 0.025
H 0.70156 -5.38000 -0.90453 -0.001
O 2.95535 -3.05107 -1.57726 -0.019
H 2.61748 3.22194 -2.97030 0.006
O -0.19669 3.03045 -3.68443 -0.019
H -0.77818 3.30421 -4.40965 0.006
H -0.78269 3.20926 -2.94167 0.026
O -1.10094 -1.00637 -0.24540 0.197
H -1.83822 -1.53648 -0.53627 -0.012
H -1.55468 -3.28577 1.89153 0.007
O 0.92544 1.24198 0.54585 0.139
H 1.74272 0.43606 0.45701 0.007
H 3.52011 -0.52154 -0.07879 0.063
O -1.56273 3.30674 -0.61202 0.063
H -1.39177 2.55610 -0.01007 0.053
H 1.42501 3.91355 -2.46824 0.014
O -2.87083 2.81698 1.69889 -0.056
H -4.81673 0.84728 -2.33293 -0.016
H -0.32584 -0.79201 -3.71263 0.002
H 2.85396 -3.73392 -0.91270 0.002
H 2.04044 -2.94520 -1.86232 0.027
```

Output
2S+1 = 2
max |F| = 2.4 eV Å⁻¹
<S²> = 0.751
HOMO-LUMO gap (spin up / spin down) = 2.75 / 10.14 eV
highest occupied orbital energy (spin up / spin down) = -2.85 / -10.43 eV
total energy = -43690.490 eV
relative energy (zero: lowest compared OMol25 entry of this formula, charge and spin) = 257.8 kJ/mol

Record 7
Computed, not measured: a 23-piece molecular cluster, H46O23 overall, with wB97M-V/def2-TZVPD.

XYZ file:
```
69
Properties=species:S:1:pos:R:3:lowdin_charge:R:1
O 2.02160 -4.25627 -3.16496 -0.028
H 1.93207 -4.84676 -3.87275 0.030
H 2.23082 -3.34272 -3.40360 0.035
O 0.97594 -1.12827 2.06643 -0.058
H 0.36013 -0.95438 2.80618 0.004
H 1.53724 -1.84977 2.35802 0.021
O -0.43791 1.97279 -1.13168 -0.094
H 0.26955 2.40309 -1.67210 0.079
H -0.85361 1.28961 -1.74506 0.056
O -3.73337 2.85601 -0.16627 -0.036
H -3.25845 2.33251 0.49557 0.017
H -4.53643 3.11992 0.28522 0.070
O 3.22449 -3.28131 1.95962 -0.057
H 3.84381 -3.98798 2.19117 0.051
H 2.90156 -3.52365 1.08504 -0.016
O -3.46016 -2.15326 0.36828 -0.064
H -3.60851 -1.27139 0.70998 0.026
H -2.51316 -2.13212 0.04407 0.049
O 1.43200 1.23892 -4.93289 -0.052
H 0.96826 0.87280 -5.67901 0.028
H 2.16456 0.67173 -4.67614 0.025
O -1.01968 -0.29006 3.60860 -0.038
H -0.72545 0.42450 4.18113 0.081
H -1.60337 -0.74784 4.24058 0.039
O -2.70526 3.36929 3.52223 -0.098
H -2.04281 3.20932 2.84860 -0.033
H -2.69536 4.38121 3.48265 0.078
O 3.76385 2.73963 -2.18124 -0.064
H 3.52570 2.53564 -3.09753 0.052
H 3.24648 2.07815 -1.63868 0.039
O 1.75086 -1.58264 -2.70918 -0.057
H 1.03497 -1.65964 -2.06870 0.009
H 2.33470 -0.91889 -2.35967 0.007
O 3.58914 -1.78291 -0.72279 -0.059
H 4.42961 -1.88783 -0.31701 0.026
H 3.21811 -2.69481 -0.78826 0.011
O -0.50994 3.62122 1.37626 -0.055
H -0.78138 3.44804 0.44151 0.036
H 0.43840 3.68799 1.31952 -0.005
O -1.62000 -0.25985 -2.14229 -0.055
H -1.55066 -0.62072 -3.00945 0.065
H -2.57866 0.00004 -2.14676 0.042
O -2.44546 -3.18919 2.93857 -0.063
H -2.75840 -2.96979 2.00930 0.044
H -2.70366 -4.08817 3.10851 0.044
O -4.00100 1.00661 -1.93866 -0.060
H -3.90675 1.55407 -1.15060 -0.026
H -4.93052 0.75711 -2.06793 0.071
O 1.83483 4.55886 -1.47005 -0.076
H 1.79832 5.45051 -1.79276 0.046
H 2.67099 4.09788 -1.81417 0.043
O 1.98822 -3.98255 -0.52912 -0.051
H 1.17484 -3.48776 -0.56906 0.025
H 2.02256 -4.32350 -1.42827 0.012
O -2.41111 -2.19021 5.53971 -0.069
H -3.31624 -2.10160 5.91016 0.066
H -2.60400 -2.42299 4.63013 -0.030
O 2.55245 3.57286 1.01217 -0.064
H 2.57097 2.61871 0.88370 0.020
H 2.28814 3.94997 0.15110 -0.013
O 2.00655 0.82021 -0.71224 -0.046
H 2.27233 0.37979 0.06160 0.015
H 1.04293 1.06920 -0.69886 0.033
O -2.13515 0.81010 0.86309 -0.059
H -1.82137 0.57299 1.77863 0.060
H -1.36776 1.16330 0.37758 0.014
O -0.24507 -1.91280 -0.49563 -0.079
H -0.74050 -1.11904 -0.72527 -0.011
H 0.20416 -1.67388 0.36375 0.046
```

Output
max |F| = 2.8 eV Å⁻¹
HOMO-LUMO gap = 10.83 eV
highest occupied orbital energy = -10.71 eV
total energy = -47843.111 eV
relative energy (zero: lowest compared OMol25 entry of this formula, charge and spin) = 51.1 kJ/mol

Record 8
Computed, not measured: a 24-piece molecular cluster, H48O24 overall, with wB97M-V/def2-TZVPD.

XYZ file:
```
72
Properties=species:S:1:pos:R:3:lowdin_charge:R:1
O -1.71901 2.99278 -3.23943 -0.026
H -2.21654 3.79651 -3.08871 0.074
H -1.34875 3.10046 -4.11552 0.075
O -0.19669 1.79219 4.45571 -0.041
H -0.34239 2.57681 3.92716 -0.011
H -0.95238 1.75401 5.04197 0.054
O 4.02498 1.75667 1.96606 -0.043
H 3.65906 0.87895 2.07534 -0.023
H 3.62817 2.27131 2.66886 0.031
O -4.38380 0.98869 3.50036 -0.054
H -4.61710 1.66553 4.13574 0.027
H -3.59726 1.32419 3.07022 -0.032
O -2.15744 1.62635 1.96634 -0.047
H -1.73494 2.10392 1.25243 -0.015
H -1.59920 0.86161 2.10692 0.007
O 1.74079 -3.63994 -4.15132 -0.058
H 1.68194 -2.85943 -3.60033 -0.002
H 2.10971 -3.32414 -4.97618 0.027
O -4.02867 3.86571 0.72074 -0.037
H -3.76571 4.45861 1.42469 0.034
H -3.21135 3.46140 0.42963 -0.032
O 1.14879 -2.24502 4.02482 -0.017
H 1.37274 -1.89202 4.88591 0.069
H 1.46158 -3.14939 4.04744 0.056
O -2.97721 -4.55109 2.21017 -0.071
H -2.81913 -3.92578 2.91744 -0.014
H -2.37841 -4.28194 1.51358 -0.028
O -2.44028 -2.01921 3.98550 -0.035
H -1.69619 -1.60611 3.54744 -0.002
H -3.20795 -1.68280 3.52317 0.041
O -1.45533 3.05836 -0.30087 -0.029
H -1.54596 4.00000 -0.44692 0.073
H -1.83872 2.65659 -1.08050 0.042
O -0.87124 0.52815 -2.66144 -0.059
H -1.33286 0.06394 -3.35976 -0.013
H -1.15406 1.43826 -2.75053 -0.014
O -2.13630 -0.18314 -4.75843 -0.005
H -2.24498 0.43321 -5.48268 0.081
H -3.02964 -0.41285 -4.50268 0.085
O 2.77090 -0.84210 1.84208 -0.059
H 1.97874 -0.35015 1.62600 0.022
H 2.47331 -1.74701 1.93598 0.013
O 2.17089 2.98248 -5.08693 -0.051
H 1.65104 2.82377 -4.29902 0.013
H 2.98887 2.50943 -4.93408 0.034
O -0.07883 -1.83059 -6.27327 -0.058
H -0.97445 -1.49481 -6.23665 -0.005
H 0.40235 -1.30058 -5.63782 -0.022
O -0.89649 -3.54420 0.57028 -0.037
H -0.90919 -3.34892 -0.36671 0.055
H 0.03277 -3.56189 0.79916 -0.010
O -0.14344 -0.23265 2.40654 -0.051
H 0.14779 -1.02765 2.85307 0.017
H 0.17661 0.48244 2.95648 0.035
O 2.92838 -0.49745 -1.90788 -0.035
H 2.42312 -0.49961 -1.09490 0.003
H 3.77476 -0.12312 -1.66342 0.060
O 0.65227 -0.33482 -0.31554 -0.042
H 0.08304 -0.35942 0.45362 0.008
H 0.19620 0.23651 -0.93345 0.013
O 5.36225 -1.48730 1.24098 -0.049
H 4.53435 -1.04387 1.42587 -0.033
H 5.11677 -2.23842 0.70080 0.018
O -0.02789 3.83877 2.51682 -0.024
H -0.89883 4.23382 2.55713 0.049
H -0.02650 3.34397 1.69743 0.028
O 1.26149 -0.51307 -4.04605 -0.058
H 1.97097 -0.38337 -3.41673 -0.010
H 0.46993 -0.26067 -3.57070 -0.012
O 1.85125 -3.51611 1.03728 -0.017
H 2.69988 -3.37098 0.61895 0.066
H 2.00966 -4.22355 1.66231 0.072
```

Output
max |F| = 1.6 eV Å⁻¹
HOMO-LUMO gap = 9.15 eV
highest occupied orbital energy = -10.11 eV
total energy = -49920.809 eV
relative energy (zero: lowest compared OMol25 entry of this formula, charge and spin) = 316.5 kJ/mol